1.
49
Properties=species:S:1:pos:R:3 method="wB97M-V/def2-TZVPD" e_homo_ev=-8.67 smiles="CC(C)(C)C(=O)NCCN1CC=C(c2cccc(C(F)(F)F)n2)CC1" energy_ev=-33725.720 mol_weight_g_mol=355.40 orbital_gap_ha=0.3259 multiplicity=1 e_above_lowest_kj_mol=28.67
C 1.35108 4.24152 -1.88560
C -0.07891 4.69457 -2.27629
C -0.00799 5.30501 -3.69402
C -0.55216 5.80926 -1.32325
C -1.02844 3.47138 -2.20986
O -2.05818 3.39297 -2.86091
N -0.75961 2.46996 -1.28242
C -1.63377 1.32213 -1.02020
C -1.22988 0.80855 0.36438
N 0.23265 0.49934 0.46080
C 0.75661 0.10993 1.81634
C 0.56604 -1.36196 2.09532
C 0.28019 -2.29181 1.07643
C 0.14976 -3.76199 1.38533
C -0.25002 -4.67400 0.41796
C -0.33351 -6.02657 0.70083
C -0.04963 -6.46209 1.96809
C 0.38181 -5.51471 2.95690
C 0.74097 -6.03350 4.38010
F 1.88501 -6.75305 4.38124
F -0.21419 -6.87624 4.93694
F 0.85753 -4.96092 5.24832
N 0.44846 -4.19462 2.62735
C 0.24851 -1.79392 -0.36599
C 0.76150 -0.35295 -0.59587
H 1.43424 3.92917 -0.83983
H 2.11404 4.97488 -2.14007
H 1.52606 3.32770 -2.48719
H 0.40669 4.58034 -4.38840
H 0.62899 6.19344 -3.75713
H -1.03120 5.50221 -4.04703
H -1.57276 6.13514 -1.57660
H -0.62418 5.40618 -0.29316
H 0.07775 6.68834 -1.35605
H 0.11393 2.51730 -0.76916
H -2.67463 1.57463 -1.06211
H -1.46617 0.49395 -1.74302
H -1.83266 -0.08462 0.58096
H -1.48987 1.56691 1.11176
H 0.23048 0.68730 2.60011
H 1.81111 0.38794 1.89029
H 0.71276 -1.67397 3.12454
H -0.46931 -4.27216 -0.55913
H -0.68383 -6.74091 -0.05962
H -0.13588 -7.50835 2.25807
H 0.86906 -2.46681 -0.93636
H -0.78582 -1.87373 -0.72446
H 1.84034 -0.40546 -0.52901
H 0.53706 -0.00571 -1.59932



2.
45
Properties=species:S:1:pos:R:3 method="wB97M-V/def2-TZVPD" e_homo_ev=-7.30 smiles="CCOc1ccc(NCC(=O)N/N=C/C=C/c2ccccc2)cc1" energy_ev=-28607.932 mol_weight_g_mol=323.40 orbital_gap_ha=0.2593 multiplicity=1 e_above_lowest_kj_mol=294.69
C 3.32001 0.75858 5.91835
C 3.88872 0.96588 4.51676
O 2.91641 1.39644 3.59029
C 1.98285 0.50547 3.12860
C 1.99067 -0.86660 3.33931
C 1.00226 -1.66948 2.79432
C -0.02220 -1.12574 2.02594
N -1.07357 -1.88467 1.52161
C -0.89408 -3.29317 1.26352
C 0.31294 -3.63154 0.39209
O 1.12830 -4.48518 0.65881
N 0.43742 -2.89343 -0.75180
N -0.45675 -1.97840 -1.14534
C -0.23532 -1.29000 -2.19900
C -1.18072 -0.31126 -2.63236
C -0.99195 0.44220 -3.73093
C -1.88161 1.45459 -4.25699
C -1.51113 2.13636 -5.42130
C -2.32484 3.10910 -5.96663
C -3.53038 3.42520 -5.36133
C -3.91278 2.76009 -4.20668
C -3.10135 1.78705 -3.65894
C -0.01718 0.25456 1.80913
C 0.96214 1.05447 2.35194
H 2.56705 -0.02573 5.91718
H 2.85625 1.67832 6.26621
H 4.11827 0.48301 6.60230
H 4.62431 1.77569 4.53186
H 4.38959 0.05550 4.16282
H 2.76603 -1.34013 3.92102
H 1.04760 -2.73166 2.97374
H -1.55170 -1.41162 0.76620
H -0.78082 -3.83596 2.20627
H -1.79071 -3.66347 0.76001
H 1.27800 -3.05879 -1.31372
H 0.67446 -1.42892 -2.79444
H -2.06376 -0.21345 -2.01963
H -0.08205 0.29249 -4.30118
H -0.57176 1.89423 -5.89821
H -2.02029 3.62352 -6.86625
H -4.16860 4.18542 -5.78621
H -4.85173 3.00411 -3.73159
H -3.41641 1.28070 -2.75998
H -0.79645 0.69684 1.20437
H 0.96486 2.11939 2.17987



3.
12
Properties=species:S:1:pos:R:3 method="wB97M-V/def2-TZVPD" e_homo_ev=-8.67 energy_ev=-7221.598 mol_weight_g_mol=82.11 orbital_gap_ha=0.3396 multiplicity=1 e_above_lowest_kj_mol=385.29
C -1.59908 -0.31923 -0.27845
N -0.20793 -0.17552 0.17674
C 0.91780 -1.15373 -0.30315
C 1.95554 -0.28045 -0.16007
N 1.65231 1.07577 0.12963
C 0.39164 1.14153 0.28664
H -1.69315 0.02365 -1.30893
H -1.85182 -1.37792 -0.22119
H -2.25765 0.26604 0.37131
H -0.10081 -0.67569 1.07502
H 3.00006 -0.54648 -0.26059
H -0.20692 2.02204 0.49305



> Look up the multiplicity of the first one.

1



> Which value of multiplicity does entry 3 give?

1



> Which value of multiplicity does entry 3 give?

1



> Which value of multiplicity does entry 2 give?

1